{
  "formula": "C42H36N",
  "method": "ωB97M-V/def2-TZVPD",
  "symbols": ["C", "C", "C", "C", "C", "C", "C", "C", "C", "C", "C", "C", "C", "C", "C", "C", "C", "C", "C", "C", "C", "N", "C", "C", "H", "H", "H", "H", "H", "H", "H", "H", "H", "H", "H", "H", "H", "H", "H", "H", "H", "H", "H", "H", "H", "H", "H", "C", "C", "C", "C", "C", "C", "C", "C", "C", "C", "C", "C", "C", "C", "C", "C", "C", "C", "C", "H", "H", "H", "H", "H", "H", "H", "H", "H", "H", "H", "H", "H"],
  "coordinates": [[1.169, -3.964, 1.507], [1.360, -2.767, 2.194], [1.606, -1.560, 1.515], [1.718, -1.562, 0.123], [2.029, -0.297, -0.718], [2.451, 0.981, 0.053], [3.777, 1.401, 0.218], [4.042, 2.732, 0.566], [2.997, 3.641, 0.791], [1.682, 3.204, 0.675], [1.441, 1.866, 0.365], [3.139, -0.523, -1.736], [4.170, -1.408, -1.429], [5.236, -1.498, -2.322], [5.294, -0.657, -3.431], [4.280, 0.253, -3.698], [3.186, 0.312, -2.858], [0.922, 0.007, -1.645], [0.390, -0.912, -2.593], [-1.000, -0.494, -3.083], [-1.847, -0.078, -1.861], [-1.248, 0.570, -0.643], [1.657, -2.789, -0.542], [1.338, -3.973, 0.126], [0.907, -4.876, 2.048], [1.279, -2.754, 3.281], [1.713, -0.624, 2.077], [4.603, 0.707, 0.026], [5.079, 3.063, 0.648], [3.212, 4.675, 1.069], [0.842, 3.875, 0.841], [0.435, 1.465, 0.305], [4.129, -1.985, -0.492], [6.000, -2.227, -2.079], [6.151, -0.702, -4.083], [4.307, 0.932, -4.539], [2.378, 1.007, -3.105], [0.815, 1.063, -1.944], [1.099, -1.030, -3.431], [0.273, -1.896, -2.143], [-0.940, 0.218, -3.921], [-1.504, -1.360, -3.550], [-2.633, 0.551, -2.353], [-2.220, -1.049, -1.530], [-0.867, 1.477, -0.965], [1.895, -2.849, -1.607], [1.247, -4.897, -0.440], [-1.950, 0.575, 0.555], [-1.711, 1.849, 1.420], [-0.653, 1.999, 2.338], [-0.515, 3.140, 3.143], [-1.448, 4.174, 3.046], [-2.521, 4.028, 2.174], [-2.681, 2.849, 1.446], [-3.419, 0.428, 0.055], [-3.816, -0.909, 0.266], [-4.977, -1.364, -0.346], [-5.691, -0.484, -1.155], [-5.281, 0.835, -1.364], [-4.112, 1.312, -0.776], [-2.847, -1.611, 1.107], [-1.811, -0.701, 1.431], [-1.188, -0.931, 2.649], [-1.435, -2.100, 3.396], [-2.303, -3.083, 2.924], [-3.009, -2.840, 1.749], [0.161, 1.264, 2.418], [0.333, 3.204, 3.836], [-1.339, 5.067, 3.655], [-3.272, 4.806, 2.065], [-3.588, 2.710, 0.873], [-5.277, -2.389, -0.160], [-6.597, -0.835, -1.648], [-5.854, 1.517, -1.976], [-3.694, 2.279, -1.059], [-0.467, -0.243, 3.075], [-0.912, -2.236, 4.352], [-2.416, -4.008, 3.489], [-3.696, -3.569, 1.335]],
  "total_charge": 1,
  "total_energy_ev": -45618.839,
  "e_homo_ev": -10.624,
  "e_above_lowest_ev": 3.009,
  "orbital_gap_ev": 6.232
}